Version P
The molecule C5H8N2O2. Source: the Open Molecules 2025 dataset; level of theory: ωB97M-V with the def2-TZVPD basis set.

**Lowest unoccupied orbital energy**: 0.67 eV
**HOMO energy**: -8.28 eV
**Multiplicity**: 1
**Gap between HOMO and LUMO**: 0.329 Eh

Geometry as XYZ:
```
17
C5H8N2O2 ωB97M-V with the def2-TZVPD basis set
C -1.09251 -0.07950 0.87380
C -0.51677 0.74469 -1.26802
C -0.04655 -0.26352 -0.22357
N -0.76194 1.95359 -0.86578
N 0.02802 -1.60354 -0.76076
C 1.29708 0.20929 0.28662
C 2.39920 -0.51017 0.19567
O -1.96935 -1.09353 0.97127
O -1.17185 0.90067 1.58606
H -2.58566 -0.91338 1.69767
H -1.06645 2.64743 -1.53349
H -0.75578 2.23893 0.12142
H -0.70174 -2.20119 -0.39496
H -0.06431 -1.56524 -1.76937
H 1.28736 1.17777 0.76114
H 3.33747 -0.15908 0.58873
H 2.38378 -1.48322 -0.26644
```

How is the electron density shared among the atoms? According to Mulliken, the charges in e are:
1. C 0.34
2. C -1.12
3. C 1.76
4. N -0.04
5. N -0.72
6. C -0.59
7. C -0.75
8. O -0.47
9. O -0.64
10. H 0.37
11. H 0.27
12. H 0.21
13. H 0.25
14. H 0.28
15. H 0.24
16. H 0.29
17. H 0.31

Version Q
A structure of composition C5H8N2O2. Source: the Open Molecules 2025 dataset; level of theory: ωB97M-V with the def2-TZVPD basis set.

**Lowest unoccupied orbital energy**: 0.80 eV
**HOMO energy**: -9.14 eV
**Multiplicity**: 1
**Gap between HOMO and LUMO**: 0.365 Eh

Geometry as XYZ:
```
17
C5H8N2O2 ωB97M-V with the def2-TZVPD basis set
C 1.29348 -0.23202 -0.10017
C -1.96299 -0.59573 -0.07016
C -1.10522 0.64451 -0.21184
C -0.38224 1.84765 -0.62717
C 0.68744 1.17232 0.26500
H 2.99870 0.33690 0.13506
H 0.88726 -2.20495 -0.34685
H -2.56901 -0.64921 0.86428
H -2.61598 -0.80758 -0.92249
H -0.54400 0.10160 -0.94743
H -0.11805 2.00474 -1.69260
H -0.65015 2.78122 -0.21596
H 1.50455 1.71800 0.74234
N 2.49312 -0.55947 0.02405
N 0.38413 -1.29875 -0.52072
O -0.84319 -1.59816 0.24021
O -0.43393 0.68647 1.05059
```

How is the electron density shared among the atoms? According to Mulliken, the charges in e are:
1. C 0.23
2. C -0.46
3. C -0.28
4. C -0.59
5. C 0.10
6. H 0.26
7. H 0.37
8. H 0.26
9. H 0.30
10. H 0.61
11. H 0.24
12. H 0.29
13. H 0.47
14. N -0.71
15. N -0.35
16. O -0.31
17. O -0.43

Of them, the most stable is version P and the least stable is version Q.

Version P
The molecule C5H8N2O2. Source: the Open Molecules 2025 dataset; level of theory: ωB97M-V with the def2-TZVPD basis set.

**Lowest unoccupied orbital energy**: 0.02 eV
**Structure (SMILES)**: C=CN(N=C)C(=O)CO
**HOMO energy**: -8.76 eV
**Multiplicity**: 1
**Gap between HOMO and LUMO**: 0.323 Eh

Geometry as XYZ:
```
17
C5H8N2O2 ωB97M-V with the def2-TZVPD basis set
C 0.10881 2.06358 0.31832
C 0.92314 1.45385 -0.50823
N 0.79312 -0.03454 -0.50234
N 1.91165 -0.72001 -0.85088
C 2.24851 -1.53075 0.26831
C -0.36840 -0.48310 0.20585
O -0.32211 -1.72417 0.50697
C -1.94734 0.09837 0.03790
O -2.58357 -1.08314 -0.83106
H 0.20529 3.14630 0.60304
H -0.74385 1.34808 0.88898
H 2.00719 1.57749 -1.09247
H 3.17438 -2.09241 -0.33604
H 1.58850 -1.59897 1.35280
H -2.58058 0.41847 1.01366
H -2.28506 1.12079 -0.46865
H -2.12969 -1.95983 -0.60617
```

How is the electron density shared among the atoms? According to Mulliken, the charges in e are:
1. C -0.86
2. C 0.12
3. N 0.60
4. N -0.82
5. C -0.22
6. C 0.46
7. O -0.70
8. C -0.37
9. O -0.55
10. H 0.28
11. H 0.23
12. H 0.34
13. H 0.31
14. H 0.23
15. H 0.29
16. H 0.34
17. H 0.33

Version Q
The molecule C5H8N2O2. Source: the Open Molecules 2025 dataset; level of theory: ωB97M-V with the def2-TZVPD basis set.

**Lowest unoccupied orbital energy**: 0.59 eV
**Structure (SMILES)**: Cc1cc(C)[n+]([O-])n1O
**HOMO energy**: -7.90 eV
**Multiplicity**: 1
**Gap between HOMO and LUMO**: 0.312 Eh

Geometry as XYZ:
```
17
C5H8N2O2 ωB97M-V with the def2-TZVPD basis set
C 0.86574 -1.07511 -2.18143
C 0.43073 -0.59386 -0.86747
C -0.85876 -0.64349 -0.36210
C -0.84102 0.14662 0.78193
C -1.89843 0.68817 1.64783
N 0.39597 0.67668 0.95894
O 0.90867 1.35086 1.85348
N 1.10393 0.17380 0.00890
O 2.59915 0.64358 0.03998
H 0.59493 -0.41225 -2.96790
H 1.99228 -1.28395 -2.22735
H 0.29096 -1.91748 -2.49693
H -1.67643 -1.27603 -0.70983
H -2.11218 0.01616 2.55742
H -1.49090 1.74033 1.92998
H -2.94804 0.62820 1.16426
H 2.64340 1.13776 0.87029
```

How is the electron density shared among the atoms? According to Mulliken, the charges in e are:
1. C -1.32
2. C 0.58
3. C -0.82
4. C 0.60
5. C -1.00
6. N 0.63
7. O -0.96
8. N 0.21
9. O -0.40
10. H 0.29
11. H 0.30
12. H 0.38
13. H 0.34
14. H 0.21
15. H 0.29
16. H 0.28
17. H 0.38

Of them, the most stable is version Q and the least stable is version P.